1.
{"formula": "C30H45O23", "method": "the ωB97M-V functional and the def2-TZVPD basis", "elements": ["C", "C", "O", "O", "H", "H", "H", "C", "C", "C", "O", "C", "O", "O", "H", "H", "H", "H", "H", "H", "C", "C", "C", "O", "C", "O", "O", "H", "H", "H", "H", "H", "H", "C", "C", "C", "O", "C", "O", "O", "H", "H", "H", "H", "H", "H", "C", "C", "C", "O", "C", "O", "O", "H", "H", "H", "H", "H", "H", "C", "C", "C", "O", "C", "O", "O", "H", "H", "H", "H", "H", "H", "C", "C", "C", "O", "C", "O", "O", "H", "H", "H", "H", "H", "H", "C", "C", "C", "O", "C", "O", "O", "H", "H", "H", "H", "H", "H"], "coordinates": [[-0.337160, 0.640571, -0.789327], [0.837306, -0.274254, -0.409691], [1.573592, -0.660704, -1.361664], [1.148318, -0.489404, 0.780563], [0.146230, 1.567354, -1.098376], [-1.098195, 0.799060, -0.025258], [-0.799298, 0.217948, -1.681465], [-1.323774, 5.711674, -1.139816], [-2.376192, 4.754115, -1.798889], [-1.763757, 3.642560, -2.612474], [-2.584944, 2.523878, -2.345196], [-3.203934, 2.739861, -1.195237], [-3.771420, 1.917053, -0.452979], [-2.917818, 3.952893, -0.783205], [-0.404567, 5.128768, -1.081644], [-1.562184, 5.907150, -0.094330], [-1.052400, 6.620593, -1.676783], [-3.119837, 5.308202, -2.371659], [-0.705679, 3.435809, -2.451777], [-1.854270, 3.841214, -3.680384], [0.692407, 3.074712, 2.270042], [-0.756276, 3.452728, 1.746721], [-1.774794, 2.549793, 2.331561], [-2.749061, 3.486661, 2.910429], [-2.356755, 4.674390, 2.800516], [-2.958838, 5.662992, 3.188274], [-1.160228, 4.705050, 2.218611], [1.466424, 3.806080, 2.037447], [1.049646, 2.133417, 1.852380], [0.676780, 2.895486, 3.345092], [-0.836879, 3.361139, 0.663566], [-1.383722, 1.922755, 3.132805], [-2.184590, 1.858447, 1.595212], [4.041699, 1.825441, -1.517320], [4.816845, 0.528782, -1.687321], [4.218020, -0.351933, -2.784388], [5.275775, -0.697631, -3.634948], [6.313310, -0.052998, -3.343852], [7.447312, -0.184440, -3.836396], [6.073640, 0.778966, -2.268162], [3.043430, 1.681997, -1.103797], [3.893684, 2.455682, -2.394237], [4.582788, 2.521613, -0.876489], [4.810242, -0.109943, -0.804108], [3.435193, 0.198262, -3.306444], [3.882892, -1.265071, -2.292476], [4.492561, -2.845819, 0.172920], [3.872815, -2.327093, 1.459123], [2.815787, -3.187084, 2.056283], [3.196886, -3.305922, 3.426197], [4.475295, -2.909594, 3.595765], [5.043974, -2.895319, 4.692071], [4.911651, -2.481739, 2.367585], [4.582704, -3.923662, 0.307907], [5.492743, -2.446525, 0.004726], [3.741665, -2.690525, -0.601776], [3.527747, -1.312482, 1.260140], [2.843639, -4.182724, 1.613515], [1.811167, -2.828499, 1.832098], [1.095165, -2.084695, -4.979527], [0.057159, -1.186870, -4.346868], [0.205159, 0.303908, -4.568277], [-1.115641, 0.771541, -4.600295], [-1.931317, -0.185120, -4.967904], [-3.038007, 0.039012, -5.334718], [-1.219734, -1.383479, -4.996732], [1.208713, -1.816602, -6.029917], [0.811598, -3.136825, -4.952698], [2.067056, -1.963497, -4.501165], [-0.213453, -1.355921, -3.304613], [0.785459, 0.604171, -5.440741], [0.663354, 0.723810, -3.672817], [-0.762830, -0.766948, 3.670196], [-1.009757, -2.283901, 3.628101], [-0.155461, -3.186023, 4.547190], [-1.157081, -4.004715, 5.207195], [-2.327970, -3.425623, 4.966795], [-3.408242, -3.812383, 5.477106], [-2.270580, -2.405911, 4.223603], [0.241528, -0.550037, 3.306449], [-0.927231, -0.364817, 4.669875], [-1.389292, -0.148736, 3.027191], [-0.881738, -2.617655, 2.598377], [0.493587, -2.592131, 5.190722], [0.477850, -3.772549, 3.881606], [-3.429676, -1.335237, 0.675436], [-4.392722, -2.366425, 1.336485], [-5.877258, -2.149990, 1.377445], [-6.394273, -3.080928, 0.472576], [-5.463275, -3.941250, 0.107185], [-5.631069, -4.897193, -0.656398], [-4.322487, -3.532312, 0.531141], [-3.348783, -0.444459, 1.298379], [-3.911683, -0.984586, -0.237149], [-2.432345, -1.682250, 0.405225], [-4.141526, -2.574373, 2.376565], [-5.875506, -1.106275, 1.063198], [-6.275286, -2.162454, 2.392099]], "forces_ev_per_angstrom": [[0.3, -0.6, -0.3], [1.7, -0.2, -0.1], [-0.6, 0.2, -0.6], [-0.9, 0.2, 0.9], [-0.2, 0.3, 0.1], [0.2, 0.0, 0.1], [-0.2, 0.1, 0.0], [0.1, -1.2, -0.2], [2.0, 1.0, 0.3], [0.2, 0.6, -2.4], [-0.4, -1.0, -0.4], [-0.6, -3.2, 3.0], [1.3, 2.1, -2.7], [-1.5, 1.7, 1.9], [0.2, 0.0, 0.0], [-0.4, 0.3, -0.2], [-0.5, 0.0, -0.1], [-0.4, -0.2, 0.3], [-0.1, -0.2, 0.6], [0.0, 0.0, -0.1], [-0.8, 0.1, -0.5], [2.4, -1.1, 0.4], [-0.9, -0.9, 1.0], [-1.5, -5.0, -0.1], [-0.3, 4.4, 0.5], [1.0, -1.3, -0.6], [1.4, 1.9, -0.8], [-0.3, 0.3, 0.0], [-0.3, -0.2, -0.3], [-0.2, 0.3, 0.1], [0.3, 0.6, -0.1], [-0.1, 0.3, 0.2], [-0.7, 0.4, 0.1], [0.1, 0.8, 0.8], [-1.5, 0.1, -1.6], [-1.7, -0.4, 1.3], [-2.1, -1.8, -1.8], [6.2, 1.5, 0.9], [-3.3, 0.6, 1.0], [1.7, 0.2, 0.0], [0.1, -0.4, 0.2], [0.2, -0.7, -0.7], [0.1, -0.2, 0.5], [0.7, 0.6, 0.5], [-0.1, -0.5, -0.2], [-0.6, 0.1, -0.6], [-1.2, -0.8, 0.1], [0.5, -0.1, -1.9], [-0.6, -1.0, -0.9], [-0.7, 0.0, 0.7], [0.4, 0.8, 1.6], [-1.2, -0.2, -3.7], [2.0, 0.5, 3.3], [0.3, -0.1, -0.2], [-0.3, 0.3, -0.2], [0.4, 0.2, -0.5], [0.1, 0.3, 0.8], [0.2, -0.3, 0.1], [0.0, 0.5, 0.8], [0.0, 0.1, 0.0], [-1.0, 0.1, -0.4], [1.5, 0.0, 1.6], [0.6, 1.6, 0.4], [0.5, -1.4, -1.2], [-0.5, -0.9, 0.2], [-1.8, 0.5, -0.6], [0.0, 0.1, -0.1], [-0.1, 0.1, 0.2], [-0.1, 0.0, 0.2], [1.0, -0.3, 0.2], [-0.3, -0.1, -0.3], [0.3, 0.2, -0.1], [1.0, 0.0, -0.2], [1.4, 2.2, 0.4], [0.2, 0.4, -1.3], [1.4, 0.5, -0.4], [-5.0, -3.7, 4.1], [3.3, 0.8, -1.4], [-1.0, 1.7, -2.5], [0.2, 0.0, 0.2], [0.3, -0.2, 0.2], [-0.4, -0.7, -0.3], [-0.9, -0.2, -0.1], [-0.3, -0.3, 0.6], [0.0, -0.4, 0.5], [-1.6, 0.3, 0.3], [1.8, -0.4, 0.5], [0.9, 2.5, 0.0], [-2.4, 0.5, 0.3], [-1.0, -2.7, -3.4], [0.1, 2.1, 2.1], [3.1, -0.9, 0.9], [0.1, 0.0, 0.2], [0.1, 0.0, -0.2], [-0.2, -0.4, 0.4], [0.9, -0.4, -0.2], [-1.5, 0.1, -0.6], [-0.3, -0.7, -0.2]], "e_above_lowest_kcal_mol": 65.4, "molar_mass_g_mol": 773.667, "max_force_ev_per_a": 7.46, "total_charge": -1, "e_tot_ha": -2900.79108}

2.
{"formula": "C30H46AlO3P2", "method": "the ωB97M-V functional and the def2-TZVPD basis", "elements": ["Al", "C", "C", "C", "C", "C", "C", "H", "H", "H", "C", "H", "H", "H", "C", "H", "H", "H", "C", "H", "H", "H", "C", "H", "H", "H", "C", "C", "C", "C", "C", "C", "C", "C", "H", "H", "H", "H", "H", "H", "H", "H", "H", "H", "H", "H", "P", "C", "C", "P", "C", "C", "C", "H", "H", "H", "H", "H", "H", "H", "H", "H", "H", "H", "H", "H", "H", "O", "C", "C", "C", "C", "C", "C", "C", "O", "O", "H", "H", "H", "H", "H"], "coordinates": [[1.685110, -0.819534, 0.641552], [-1.466570, -1.236392, 2.112145], [-1.163116, -2.337654, 1.257603], [0.794659, -1.613894, 2.309049], [-0.317564, -0.739358, 2.703674], [0.225880, -2.546984, 1.285085], [-2.802022, -0.723460, 2.476484], [-3.467789, -0.772390, 1.613438], [-2.706368, 0.328287, 2.791856], [-3.333929, -1.321242, 3.232220], [-0.351827, 0.181771, 3.861613], [-0.661334, 1.183690, 3.518876], [0.615793, 0.294440, 4.356755], [-1.089130, -0.143142, 4.615396], [1.538993, -2.247957, 3.455373], [0.994168, -3.146206, 3.804423], [1.560927, -1.601232, 4.330574], [2.552257, -2.527231, 3.188171], [0.935841, -3.769583, 0.815676], [0.550741, -4.670576, 1.347398], [2.037658, -3.708449, 0.954608], [0.721815, -3.920077, -0.261550], [-2.135634, -3.276554, 0.667955], [-2.128348, -4.235262, 1.208128], [-1.909955, -3.462122, -0.385775], [-3.133479, -2.838521, 0.748307], [-2.515795, 1.736269, -0.264136], [-3.227184, 0.583640, -0.138991], [-3.677090, -0.326818, -1.238422], [-2.689300, -0.289645, -2.408240], [-1.436934, -0.967905, -2.030109], [-0.335388, -0.370611, -1.530537], [-0.088320, 1.039988, -1.069188], [-1.257111, 2.053142, -1.037037], [-4.653147, -0.046051, -1.655269], [-2.491647, 0.760935, -2.632164], [-3.780010, -1.371662, -0.908666], [-1.499724, 2.358280, -2.079323], [-2.789954, 2.594652, 0.385953], [-3.850461, 0.446728, 0.754338], [-0.856469, 2.993948, -0.611070], [0.402195, 1.048721, -0.066334], [0.596523, -1.054820, -1.317484], [0.705169, 1.519107, -1.709133], [-3.125783, -0.760676, -3.305617], [-1.401154, -2.072186, -2.030888], [-0.286998, 1.447313, -3.944512], [-0.238497, 3.230007, -4.448119], [-1.312515, 0.916513, -5.378051], [2.117272, -0.480512, -3.303294], [1.444851, 0.915785, -4.361394], [1.122038, -1.889990, -4.078477], [3.681421, -0.789370, -4.229181], [0.687875, 3.723023, -4.115465], [-1.104334, 3.722341, -3.981564], [-0.345538, 3.333788, -5.539771], [-1.082869, 1.549569, -6.248259], [-2.369360, 1.102232, -5.135520], [-1.183118, -0.143075, -5.626051], [3.627686, -0.492963, -5.286557], [3.945850, -1.856083, -4.143133], [4.469093, -0.196336, -3.750391], [2.101897, 1.775905, -4.169143], [1.520194, 0.667517, -5.433031], [1.747605, -2.799780, -4.053957], [0.818110, -1.706388, -5.122910], [0.208278, -2.084905, -3.485365], [0.704822, 3.660657, 3.337806], [1.573617, 2.954433, 4.082482], [1.505338, 3.104469, 5.478456], [2.228750, 2.225531, 6.282332], [2.962388, 1.162448, 5.729226], [3.029717, 1.010419, 4.343378], [2.374078, 1.905744, 3.500141], [1.986718, 1.436268, 2.167871], [1.040639, 1.988995, 1.526589], [2.623955, 0.386934, 1.698348], [0.711948, 3.176077, 2.439765], [0.847771, 3.870648, 5.899759], [2.187230, 2.326960, 7.368635], [3.531614, 0.469211, 6.352739], [3.547301, 0.171225, 3.869873]], "forces_ev_per_angstrom": [[-0.3, 1.7, 1.7], [0.1, -0.3, -0.4], [1.4, 0.0, 0.5], [-1.6, 0.7, 0.8], [1.3, -1.6, -0.1], [-1.3, -0.1, 0.1], [-0.7, -0.1, -0.1], [0.3, -0.3, 0.5], [-0.3, -0.5, 0.0], [0.5, 0.2, 0.2], [0.0, 0.8, 0.2], [0.1, -0.2, 0.3], [-0.2, -0.1, -0.1], [0.2, 0.0, -0.3], [0.4, -0.1, 0.3], [0.1, 0.2, -0.4], [0.3, 0.2, -0.2], [0.2, -0.2, 0.2], [0.0, -0.7, -0.4], [0.4, 0.5, -0.3], [-0.6, -0.1, -0.1], [0.3, -0.1, 0.5], [-0.5, 0.1, -0.4], [0.0, 0.2, -0.2], [-0.2, -0.2, 0.1], [0.0, -0.3, -0.2], [0.0, -0.6, 1.3], [-1.2, 1.8, -0.4], [1.1, -1.1, -0.6], [-0.6, 0.1, -0.4], [1.7, -0.3, 1.0], [0.3, -1.0, 0.8], [0.4, 0.6, -0.5], [-0.2, 0.9, -0.7], [0.0, 0.3, 0.6], [-0.1, -0.3, -0.2], [-0.1, 0.2, 0.1], [0.2, -0.3, 0.7], [0.4, -1.0, 0.2], [-0.2, 1.2, -0.9], [0.0, -0.5, 0.0], [-0.5, -0.2, -0.2], [-1.8, 0.8, -0.4], [-0.6, -0.5, 0.6], [0.1, 0.1, 0.3], [-0.2, 0.6, -0.4], [0.1, 0.5, -1.2], [0.0, 0.1, 0.0], [0.0, 0.0, -0.4], [-0.4, -0.7, -1.8], [0.1, 0.2, 0.1], [-0.1, -0.2, 0.6], [0.4, 0.1, 0.3], [-0.4, -0.1, 0.0], [0.3, 0.0, -0.1], [0.2, 0.1, 0.4], [0.0, -0.5, 0.1], [0.3, -0.2, 0.0], [-0.1, 0.2, 0.1], [-0.1, -0.2, 0.3], [0.0, 0.4, -0.1], [0.0, -0.2, -0.2], [-0.1, -0.1, -0.1], [0.2, -0.1, 0.3], [-0.3, 0.3, 0.0], [0.3, 0.1, 0.4], [0.6, 0.1, -0.5], [0.7, -0.6, -0.4], [-0.6, -0.6, -0.1], [0.6, -0.2, 0.0], [-0.2, 0.0, -0.2], [0.6, -0.1, -0.6], [0.4, 0.0, 0.7], [-1.4, 0.4, 0.4], [-0.5, 1.5, -0.7], [1.7, -1.2, 0.8], [-0.4, -0.4, -1.6], [-0.2, 0.7, 0.7], [0.3, -0.3, -0.2], [0.0, 0.0, -0.3], [-0.3, 0.3, -0.1], [-0.1, 0.3, 0.4]], "e_above_lowest_kcal_mol": 0.0, "molar_mass_g_mol": 543.625, "max_force_ev_per_a": 2.40, "total_charge": 1, "e_tot_ha": -2321.22890}